{
  "formula": "C3NO3S",
  "method": "the ωB97M-V functional and the def2-TZVPD basis",
  "symbols": ["C", "C", "C", "N", "O", "O", "O", "S"],
  "coordinates": [[-1.7690, 0.3989, -0.4493], [0.5125, -0.3703, -0.5141], [0.9717, 0.0127, 0.9057], [-0.7446, -0.1489, -0.7885], [-2.8918, 0.8605, -0.5883], [-0.0018, 0.2160, 1.5959], [2.1884, 0.0338, 1.1456], [1.7346, -1.0027, -1.3071]],
  "forces_ev_per_angstrom": [[-2.77, 0.87, -2.02], [2.87, 0.03, 1.57], [1.34, 0.23, 0.06], [-2.70, 0.40, -1.15], [3.60, -1.35, 1.44], [-2.14, 0.82, 2.60], [-0.40, 0.16, 0.17], [0.20, -1.15, -2.67]],
  "orbital_gap_ev": 7.3,
  "de_lowest_kj_mol": 144.5,
  "multiplicity": 1,
  "homo_energy_ev": -4.0,
  "max_force_ev_per_a": 4.11,
  "energy_ha": -793.02975,
  "smiles": "O=C=NC(=S)C(=O)[O-]",
  "total_charge": -1
}